[1]
A cluster of 2 separate species, C4H13N2O in total at a distorted geometry, computed with ωB97M-V/def2-TZVPD.

CARTESIAN COORDINATES (ANGSTROEM)
C 0.781 0.067 -2.196
O -0.195 -0.495 -1.332
C 1.810 -0.938 -2.650
H 1.335 0.905 -1.715
H 0.287 0.554 -3.086
H 2.106 -0.866 -3.694
H 1.395 -1.908 -2.460
H 2.741 -0.900 -2.052
C -1.815 -0.677 1.120
N -1.026 0.486 0.840
C 0.052 0.796 1.705
N -0.379 1.381 3.003
H -2.200 -1.074 0.159
H -1.207 -1.507 1.519
H -2.703 -0.513 1.763
H -0.501 0.155 -0.183
H 0.675 1.575 1.256
H 0.784 -0.034 1.827
H -0.929 2.191 2.723
H -1.014 0.799 3.456

Results
Energy above the lowest of the compared OMol25 structures with the same formula, charge and spin, kJ/mol: 118.4
Net charge: -1
Multiplicity: 1
E_LUMO, eV: 4.33
E_HOMO, eV: -3.07
M, g/mol: 105.2
E, hartree: -344.9158

[2]
The molecule C3H9N, computed with ωB97M-V/def2-TZVPD.

CARTESIAN COORDINATES (ANGSTROEM)
C 0.056 -0.925 -1.031
N -0.292 0.268 -0.270
C -1.021 -0.089 0.936
C 0.872 1.055 0.034
H 0.523 -1.689 -0.402
H -0.831 -1.333 -1.516
H 0.781 -0.688 -1.808
H -1.458 0.820 1.360
H -0.360 -0.519 1.700
H -1.828 -0.754 0.655
H 0.603 1.907 0.658
H 1.658 0.493 0.573
H 1.296 1.453 -0.887

Results
Energy above the lowest of the compared OMol25 structures with the same formula, charge and spin, kJ/mol: 60.6
Multiplicity: 1
E_LUMO, eV: 1.20
E_HOMO, eV: -8.50
SMILES: CN(C)C
M, g/mol: 59.1
E, hartree: -174.4299

[3]
A structure of composition C31H64BBeCl4F3LiN7NaO5S2 at a distorted geometry, computed with ωB97M-V/def2-TZVPD.

CARTESIAN COORDINATES (ANGSTROEM)
C 6.198 2.778 -0.961
O 6.646 2.386 0.325
C 5.860 1.295 0.841
C 4.541 1.909 1.396
C 3.759 1.028 2.417
C 3.514 -0.469 1.930
C 2.955 -0.392 0.446
N 2.109 -1.532 -0.046
S 2.893 -2.954 0.735
C 2.392 -1.703 -1.545
C 2.441 -0.323 -2.273
C 2.208 -0.182 -3.779
C 0.679 0.013 -4.069
S 0.403 1.601 -4.983
C 1.519 -2.864 -2.113
N 1.997 -3.402 -3.409
N 0.144 -2.431 -2.156
C -0.298 -1.540 -1.104
C -1.841 -1.774 -0.978
C -2.644 -0.543 -1.583
C -3.059 -0.905 -3.059
C -4.131 0.250 -3.494
N -3.524 1.580 -3.362
C 0.579 -1.480 0.229
C 0.214 -0.241 1.138
C -1.247 -0.048 1.595
O -1.841 0.876 1.142
N -1.934 -0.815 2.568
C -3.398 -0.616 2.498
C -1.385 -0.486 3.886
B 0.238 -2.809 1.170
O 0.280 -2.740 2.588
N -0.211 -4.093 0.611
C -1.670 -4.351 0.991
C 0.498 -5.244 1.257
H 6.625 3.789 -1.143
H 6.548 2.126 -1.789
H 5.099 2.887 -1.060
H 5.706 0.625 -0.039
H 6.442 0.794 1.637
H 4.825 2.861 1.934
H 3.841 2.231 0.612
H 2.814 1.471 2.791
H 4.417 0.920 3.314
H 4.518 -0.934 1.968
H 2.805 -0.884 2.667
H 3.919 -0.485 -0.109
H 2.601 0.617 0.181
H 3.268 -3.819 -0.249
H 3.437 -2.096 -1.592
H 1.767 0.439 -1.809
H 3.471 0.067 -2.078
H 2.676 -0.935 -4.436
H 2.692 0.767 -4.098
H 0.070 -0.015 -3.149
H 0.340 -0.812 -4.715
H 0.997 2.521 -4.121
H 1.506 -3.786 -1.464
H 2.804 -3.997 -3.240
H 1.246 -3.997 -3.749
H -0.405 -3.278 -2.239
H -0.188 -0.515 -1.547
H -2.239 -2.609 -1.598
H -2.256 -1.936 0.035
H -2.148 0.435 -1.461
H -3.594 -0.463 -1.000
H -2.183 -0.927 -3.791
H -3.657 -1.849 -3.049
H -4.572 0.064 -4.536
H -4.999 0.232 -2.793
H -3.837 2.180 -4.111
H -3.803 2.016 -2.489
H 0.443 0.660 0.522
H 0.792 -0.240 2.091
H -3.834 -1.279 3.279
H -3.792 -0.988 1.424
H -3.725 0.422 2.761
H -0.280 -0.602 3.932
H -1.812 -1.183 4.643
H -1.647 0.559 4.202
H 1.144 -2.446 2.893
H -1.777 -5.163 1.730
H -2.232 -4.525 0.057
H -2.014 -3.428 1.513
H 1.543 -5.362 0.902
H -0.038 -6.150 0.886
H 0.386 -5.262 2.359
C 3.204 8.689 -0.087
C 3.336 7.659 1.012
O 2.584 6.470 0.685
C 3.189 5.591 -0.146
O 4.269 5.743 -0.601
C 2.295 4.367 -0.368
F 1.037 4.701 -0.590
F 2.296 3.545 0.718
F 2.683 3.635 -1.401
H 2.153 8.901 -0.286
H 3.705 9.615 0.193
H 3.640 8.329 -1.019
H 2.915 8.053 1.937
H 4.386 7.416 1.212
Cl -4.449 -2.478 0.825
Be 0.296 0.458 5.523
Cl 2.458 0.390 -6.583
C -8.603 -3.525 3.679
C -8.608 -2.119 3.091
C -7.280 -1.384 3.294
C -6.994 -1.246 4.738
N -6.778 -1.143 5.826
H -8.461 -3.507 4.761
H -9.556 -4.021 3.486
H -7.809 -4.131 3.238
H -9.421 -1.546 3.545
H -8.818 -2.182 2.021
H -7.327 -0.391 2.845
H -6.463 -1.932 2.819
Cl -1.145 0.013 -6.636
Na 3.783 5.121 2.203
Cl -1.924 3.370 -4.325
Li -3.193 -0.962 -5.342

Results
Energy above the lowest of the compared OMol25 structures with the same formula, charge and spin, kJ/mol: 0.0
Net charge: +1
Multiplicity: 1
E_LUMO, eV: -5.16
E_HOMO, eV: -8.54
M, g/mol: 927.6
E, hartree: -5124.6295

[4]
A cluster of 2 separate species, C14H16 in total at a distorted geometry, computed with ωB97M-V/def2-TZVPD.

CARTESIAN COORDINATES (ANGSTROEM)
C -1.096 2.298 -1.556
C -2.103 1.929 2.090
C -2.124 1.896 0.679
C -1.174 2.747 2.701
C -1.163 2.534 -0.069
C -0.132 3.286 1.926
C -0.074 3.205 0.538
H -2.949 1.417 2.523
H -2.906 1.438 0.086
H -0.978 2.799 3.763
H 0.712 3.735 2.437
H -0.310 2.865 -2.040
H -2.021 2.599 -2.066
H 0.891 3.497 0.152
H -1.009 1.218 -1.666
C -0.445 -2.154 -2.156
C 2.550 -2.672 0.822
C 2.927 -2.467 -0.494
C 1.216 -2.889 1.144
C 1.934 -2.409 -1.463
C 0.221 -2.840 0.157
C 0.592 -2.661 -1.155
H 3.210 -2.882 1.653
H 3.957 -2.330 -0.796
H 0.926 -2.942 2.185
H 2.194 -2.237 -2.500
H -0.814 -2.873 0.473
H -1.405 -2.640 -1.983
H -0.297 -2.399 -3.219
H -0.331 -1.071 -2.167

Results
Energy above the lowest of the compared OMol25 structures with the same formula, charge and spin, kJ/mol: 114.8
Multiplicity: 1
E_LUMO, eV: 0.84
E_HOMO, eV: -8.97
SMILES: Cc1ccccc1.Cc1ccccc1
M, g/mol: 184.3
E, hartree: -543.0291

Number 1: gap between HOMO and LUMO 7.4031 eV. Number 2: gap between HOMO and LUMO 9.7016 eV. Number 3: gap between HOMO and LUMO 3.3730 eV. Number 4: gap between HOMO and LUMO 9.8113 eV.